226
Properties=species:S:1:pos:R:3:forces:R:3 method="wB97M-V/def2-TZVPD" total_charge=0 lumo_energy_ev=0.06 energy_ev=-139361.7893
C -31.337898 -15.281822 -12.087646 -2.5 -0.8 -0.9
O -31.119697 -16.485648 -12.813116 1.3 0.0 -0.3
H -31.333648 -15.465909 -11.013313 0.4 0.4 0.0
H -30.912650 -14.346988 -12.452815 1.2 -0.5 0.1
H -32.364907 -15.158066 -12.431221 -0.7 0.8 0.9
H -30.767164 -17.151813 -12.218516 0.3 0.0 0.3
C -33.758882 -18.273975 -7.289212 -0.1 0.6 -1.2
C -33.499824 -19.077166 -8.636071 1.4 0.2 3.2
C -33.958588 -18.493862 -9.934099 -0.3 0.6 0.1
O -32.738020 -18.038972 -10.596661 -2.5 -0.1 -1.3
C -31.712043 -18.337213 -9.868302 4.5 2.9 0.3
O -30.584605 -17.780378 -10.034159 -3.5 -2.5 0.3
O -32.052542 -19.104796 -8.873788 0.2 -1.3 1.8
H -33.136966 -17.379012 -7.270399 0.1 0.1 0.0
H -33.633990 -18.773830 -6.328653 0.5 -0.7 -0.5
H -34.791243 -17.931070 -7.220300 -0.2 0.1 -0.4
H -33.822581 -20.072083 -8.329363 0.1 -0.3 -1.1
H -34.515894 -17.580061 -9.727960 -0.4 -0.2 -0.4
H -34.519398 -19.266625 -10.459857 0.2 0.5 -0.7
C -34.420943 -9.818792 -6.582020 -1.0 1.1 0.3
C -34.654708 -11.340740 -6.752627 0.5 2.9 -1.0
C -33.387823 -12.051134 -7.098784 2.0 0.0 -1.1
O -33.253469 -13.037777 -6.107920 0.9 -1.6 -1.4
C -34.105301 -12.796349 -5.170513 -0.8 0.3 1.0
O -34.074685 -13.304973 -4.109549 -0.1 -1.1 1.9
O -34.984135 -11.862265 -5.508939 -0.8 -0.4 0.5
H -35.010543 -9.498425 -5.723048 -0.2 -0.1 0.1
H -34.800513 -9.174717 -7.375240 -0.1 -0.5 -0.5
H -33.455588 -9.368141 -6.351603 0.5 -1.0 -0.1
H -35.481737 -11.484322 -7.447968 0.1 -0.3 0.0
H -32.459014 -11.504858 -6.934542 -0.3 0.9 -0.4
H -33.303874 -12.452224 -8.108822 -0.4 -0.3 0.1
C -35.794387 -13.746098 -9.575402 -1.1 -0.2 2.0
C -36.883530 -13.870787 -8.304402 1.9 0.6 -2.6
C -37.949963 -14.831668 -8.656468 -1.0 -0.1 -1.9
O -37.998790 -15.759268 -7.613412 -1.7 -0.2 0.4
C -36.945684 -15.590251 -6.874338 2.4 -2.8 2.6
O -36.557281 -16.424886 -6.057365 -0.7 1.9 -1.3
O -36.256974 -14.497326 -7.211548 0.7 0.1 0.8
H -35.851155 -14.593788 -10.258252 -0.7 -0.1 0.0
H -34.796208 -13.902445 -9.166396 0.1 0.7 0.2
H -35.924516 -12.830870 -10.152913 0.1 0.0 0.3
H -37.396325 -12.965688 -7.978914 0.8 0.5 -0.1
H -37.692445 -15.441413 -9.522489 -0.3 0.4 -0.4
H -38.848636 -14.232190 -8.801783 -0.4 -0.8 0.0
C -35.957490 -3.896699 -10.981028 1.2 1.0 -1.2
C -34.766987 -4.119023 -9.962075 -2.7 -0.3 -1.4
C -35.430545 -4.738592 -8.712560 0.6 1.1 -0.8
O -34.924146 -6.046587 -8.734125 -1.7 -0.4 2.7
C -34.057433 -6.296050 -9.649387 2.1 1.0 -2.1
O -33.482331 -7.340130 -9.728375 -0.1 0.7 -0.8
O -33.876093 -5.127586 -10.460819 -0.4 -1.8 1.4
H -36.681040 -3.100900 -10.804191 0.2 0.2 1.1
H -36.584740 -4.736530 -11.279931 0.5 -0.5 0.5
H -35.524904 -3.518214 -11.907160 0.2 -0.3 -0.3
H -34.197534 -3.202143 -9.809934 -0.1 -0.1 0.1
H -36.512253 -4.811570 -8.825128 0.1 0.2 0.2
H -35.141805 -4.130155 -7.855512 0.0 -0.7 0.5
C -36.865165 -10.119302 -1.074200 -0.8 -2.2 -0.3
O -37.464843 -10.704860 -0.151724 0.9 1.8 -0.7
N -36.485336 -10.783228 -2.182053 0.1 0.9 0.2
C -35.727275 -10.188991 -3.264393 0.0 -1.8 -0.7
C -36.660182 -12.211360 -2.416637 -0.9 0.5 1.1
H -36.586792 -9.071370 -1.265349 -0.4 0.3 1.2
H -35.484556 -9.133812 -3.390034 0.0 0.0 1.1
H -36.211988 -10.493168 -4.192100 -0.4 0.3 -0.1
H -34.903343 -10.902015 -3.235541 1.1 1.1 -0.6
H -37.191236 -12.604568 -1.549768 -0.2 -0.1 -0.3
H -37.286170 -12.237545 -3.308574 0.1 -0.8 -0.1
H -35.733993 -12.780207 -2.498403 0.0 0.4 -0.4
C -41.708723 -9.040228 -8.699974 -2.5 -1.5 0.4
O -42.367669 -8.118718 -9.181966 1.1 -1.4 -0.1
N -41.879910 -10.428741 -8.983597 0.4 0.7 -0.1
C -40.987667 -11.480503 -8.403134 -0.6 0.9 1.6
C -42.946507 -10.912145 -9.877598 0.8 0.8 -0.3
H -41.190089 -8.873267 -7.743240 0.9 -0.2 -0.4
H -39.933946 -11.202269 -8.422120 -0.1 -0.3 -0.5
H -41.207594 -12.516163 -8.662217 0.1 0.4 -1.4
H -41.212499 -11.623790 -7.346244 0.0 0.7 0.5
H -43.525276 -11.734873 -9.457789 0.1 0.2 0.3
H -43.592940 -10.076361 -10.145342 0.0 -0.1 0.2
H -42.498923 -11.267505 -10.805765 0.0 -0.2 -0.2
C -35.498452 -6.588272 0.519354 -0.4 -1.2 0.3
O -36.556175 -7.075076 0.194167 -0.7 0.0 -0.6
N -34.686853 -5.878895 -0.263716 2.6 1.7 1.0
C -33.397538 -5.358331 0.308170 -0.3 -0.8 -0.3
C -34.862111 -5.623075 -1.651827 -1.7 0.1 -1.3
H -35.102828 -6.850381 1.512824 0.3 0.6 0.1
H -32.636908 -6.075591 -0.000167 0.4 0.3 0.0
H -33.354171 -5.264421 1.393254 -0.6 -0.5 0.1
H -33.119356 -4.351439 -0.003093 -0.4 -0.1 -0.7
H -34.891377 -4.556168 -1.873048 0.3 0.1 0.1
H -34.219769 -6.127202 -2.373875 0.8 -0.1 0.5
H -35.837522 -5.983632 -1.978434 -0.3 -0.1 0.4
C -31.831193 -8.020154 -3.469039 -0.5 0.3 -2.0
O -32.865137 -8.113549 -4.154023 1.0 0.4 1.3
N -30.860306 -7.086810 -3.692869 -0.4 1.0 0.2
C -29.562778 -7.175250 -3.082329 1.0 -1.2 1.2
C -30.918551 -5.967752 -4.677759 -0.1 -1.0 -0.5
H -31.564999 -8.757263 -2.695729 0.0 0.2 0.0
H -29.339726 -6.375762 -2.375801 -0.1 0.3 -0.3
H -28.700645 -7.361661 -3.722705 -0.3 0.9 -1.0
H -29.377650 -8.099290 -2.534631 -1.0 -0.3 0.5
H -30.523523 -5.014645 -4.326150 0.6 -0.4 0.6
H -30.331736 -6.355282 -5.510568 0.0 0.5 0.0
H -31.869700 -5.620571 -5.081361 -0.5 -1.0 0.4
C -36.977452 -7.114818 -11.860590 -0.7 -1.9 -1.6
O -37.125418 -6.746493 -13.040211 0.3 0.0 2.4
N -38.029000 -7.414041 -11.023982 2.4 -0.6 1.8
C -38.058677 -8.148265 -9.726265 1.4 -0.6 0.4
C -39.310744 -7.178818 -11.435357 -2.7 1.1 -1.5
H -36.019426 -7.517641 -11.497123 0.1 0.6 0.2
H -39.020454 -8.568975 -9.432858 -0.5 0.6 -0.8
H -37.763835 -7.626853 -8.815608 0.2 0.7 -0.3
H -37.465689 -9.062465 -9.699784 0.6 0.1 -0.5
H -39.787933 -6.472039 -10.756496 -0.6 -0.2 0.1
H -39.326911 -6.718438 -12.423230 0.0 -0.1 0.0
H -39.828591 -8.136865 -11.480800 -0.6 0.2 0.0
C -39.124946 -11.302728 -11.238378 2.0 -2.8 0.8
O -38.505320 -12.078020 -10.434235 -1.8 2.4 -1.6
N -39.289307 -11.596372 -12.530025 0.4 0.1 -3.1
C -38.721283 -12.745674 -13.285318 1.3 -0.5 1.8
C -39.927455 -10.581044 -13.453011 -0.6 -0.6 1.6
H -39.574053 -10.315187 -11.050549 0.1 -0.2 0.8
H -37.730410 -12.523153 -13.681215 -0.2 0.7 -0.6
H -39.328165 -13.229354 -14.050717 -0.4 0.7 0.2
H -38.400698 -13.528856 -12.598334 -0.6 -0.1 0.4
H -39.734507 -10.707956 -14.518266 0.2 -0.5 0.3
H -40.972951 -10.777290 -13.215260 -0.3 0.7 -0.7
H -39.651296 -9.557435 -13.199902 0.0 -0.1 0.2
C -33.503322 -14.213872 0.470178 1.5 -3.6 1.7
O -32.551387 -15.023009 0.648346 -1.0 2.2 -1.3
N -34.645183 -14.439759 1.139485 0.8 -1.2 -0.3
C -34.963590 -15.604316 1.991940 0.2 -0.6 -0.8
C -35.685694 -13.515022 1.121438 -2.0 0.7 0.0
H -33.550446 -13.346530 -0.206357 0.3 -0.1 0.1
H -35.134154 -15.309512 3.027358 0.4 0.0 0.0
H -34.347252 -16.493883 1.861937 1.2 0.8 0.4
H -35.865562 -16.127731 1.674790 -0.8 0.9 -0.4
H -35.687733 -13.021411 2.093265 -0.7 0.3 0.0
H -35.706760 -12.772308 0.323927 0.6 0.0 0.0
H -36.569480 -14.127834 0.943965 -0.6 0.6 0.3
C -30.550701 -3.956182 -9.720030 -3.2 4.2 -0.5
O -30.894133 -2.918990 -10.392345 1.4 -3.3 2.1
N -30.957786 -4.121131 -8.398379 0.7 1.1 -3.1
C -30.562537 -5.300873 -7.784306 0.4 -1.7 0.9
C -31.735505 -3.162349 -7.570937 1.4 -0.7 -1.1
H -30.057990 -4.816553 -10.198769 0.1 0.2 0.4
H -29.946989 -5.954818 -8.402002 -0.3 0.1 -0.5
H -31.489152 -5.824676 -7.549530 0.4 -0.6 0.8
H -29.895922 -5.097252 -6.946291 -0.4 -0.1 0.4
H -31.145336 -2.247984 -7.631933 -0.6 0.4 0.3
H -32.758657 -3.057795 -7.931940 0.1 0.2 0.0
H -31.741639 -3.590053 -6.568366 -0.1 0.4 -0.1
C -28.008634 -11.445614 -1.057368 -1.3 1.3 -1.2
O -28.661232 -10.658351 -1.796076 0.9 -1.9 1.5
N -28.508658 -12.420712 -0.269333 -0.5 -0.3 2.1
C -27.730581 -13.158488 0.803019 -0.6 -0.3 -2.4
C -29.956009 -12.851211 -0.302575 1.5 1.1 -1.4
H -26.910068 -11.375452 -1.078008 0.0 -0.1 0.4
H -26.697901 -12.829322 0.918504 -0.3 0.3 0.1
H -27.719254 -14.143719 0.336886 0.4 -0.4 0.6
H -28.297770 -13.239775 1.730272 0.1 0.5 -0.1
H -30.621227 -12.328371 0.384615 0.3 0.1 0.1
H -30.149985 -12.544796 -1.330470 -1.0 -0.3 0.0
H -30.059663 -13.929731 -0.183625 0.2 0.1 0.1
C -29.207697 -15.883258 -3.963686 -0.4 -1.6 2.1
O -28.768115 -16.149224 -2.844405 0.0 0.9 -0.6
N -30.506427 -15.527660 -4.168681 0.6 1.0 -0.2
C -31.389508 -14.945268 -3.117029 0.4 -0.9 -0.6
C -31.041421 -15.466114 -5.499702 -0.6 -0.4 -0.9
H -28.568368 -16.180670 -4.809261 -0.5 0.5 -0.6
H -31.744087 -13.950248 -3.385903 0.3 0.1 -0.1
H -30.909277 -14.962339 -2.138674 0.0 -0.1 -0.3
H -32.277671 -15.577035 -3.128877 -0.1 0.1 0.4
H -32.124307 -15.564411 -5.423632 -0.1 0.3 0.0
H -30.821719 -14.585575 -6.103419 0.0 0.4 0.4
H -30.766448 -16.304977 -6.139084 0.5 -0.3 0.3
C -35.463009 -15.827491 -2.956849 -1.5 2.8 1.0
O -36.202135 -15.136124 -2.207962 1.4 -2.1 -1.2
N -34.739751 -16.899136 -2.607029 -2.5 -1.3 -0.5
C -34.047100 -17.660314 -3.594460 1.0 0.4 -0.7
C -35.056742 -17.669485 -1.420544 1.2 2.3 1.4
H -35.282055 -15.465813 -3.980881 0.1 -0.3 0.1
H -34.243233 -17.241091 -4.581315 0.2 0.1 0.0
H -34.289811 -18.721469 -3.650473 -0.4 0.0 0.4
H -32.997127 -17.570257 -3.316000 0.4 -0.4 -0.6
H -34.020200 -17.764885 -1.097169 -0.3 -1.3 1.1
H -35.522259 -16.957120 -0.739430 0.0 0.0 0.2
H -35.707936 -18.543369 -1.401204 0.4 -0.2 -1.0
C -29.213353 -11.329377 -8.444472 0.4 -0.8 -0.2
O -29.882699 -10.304573 -8.428025 0.2 -1.0 -0.4
N -29.216680 -12.337359 -9.403423 -2.5 1.4 0.6
C -30.209075 -12.124909 -10.487076 0.9 0.1 0.7
C -28.382523 -13.514580 -9.378607 0.9 0.7 0.4
H -28.508842 -11.547218 -7.626900 0.2 0.0 0.0
H -30.643772 -13.058835 -10.843325 0.6 0.1 -0.2
H -29.608240 -11.547068 -11.189360 -0.8 -0.2 -0.9
H -31.037614 -11.520633 -10.117671 0.2 0.2 0.0
H -27.427660 -13.107620 -9.045867 0.4 -0.7 0.1
H -28.685136 -14.324621 -8.715015 -0.3 0.1 0.1
H -28.233455 -13.932963 -10.374009 -0.2 0.2 0.0
C -39.511382 -9.926396 -4.763944 1.7 0.4 -0.4
O -39.117341 -10.310715 -5.860626 -0.7 -0.2 0.1
N -39.024754 -8.758448 -4.235338 -1.8 -1.4 1.0
C -39.502185 -8.277688 -2.897410 0.0 0.1 -0.4
C -38.180410 -7.927653 -5.079418 -0.1 0.3 1.4
H -40.151792 -10.562907 -4.133904 -0.1 0.5 0.1
H -38.739246 -8.238388 -2.119931 0.5 0.4 -0.4
H -40.243307 -8.892250 -2.386385 -0.1 -0.7 -0.8
H -40.030773 -7.328242 -2.982557 0.4 0.3 -0.2
H -37.461908 -7.532192 -4.361463 0.1 0.2 -0.4
H -37.661845 -8.461362 -5.875875 -0.3 -0.2 0.3
H -38.779054 -7.111571 -5.484059 0.1 0.2 -0.2
C -34.956836 -3.413242 -5.053394 1.8 -1.5 -0.5
O -33.743907 -3.611347 -5.330774 -2.7 0.6 0.7
N -35.904223 -4.399995 -5.108440 -1.8 1.1 -0.6
C -37.390068 -4.143346 -4.839512 1.3 -0.6 1.6
C -35.498942 -5.788238 -5.321558 0.7 0.5 0.6
H -35.314353 -2.437160 -4.690590 -0.1 -0.1 -0.2
H -37.445780 -3.864828 -3.787163 -0.1 -0.1 0.3
H -37.898365 -5.105623 -4.900846 0.1 0.1 -0.3
H -38.017427 -3.380327 -5.300293 0.9 0.1 -1.0
H -34.447018 -5.746436 -5.039042 0.1 -0.7 -0.5
H -35.983355 -6.466812 -4.619436 -0.1 0.4 0.0
H -35.646892 -6.170834 -6.331417 0.1 0.2 -0.1